(1)
Molecular formula: C27H45N3O6
Method: DFT, ωB97M-V/def2-TZVPD

Element x y z (Å)
1 N -4.00 2.77 -2.57
2 C -3.58 3.90 -3.43
3 C -4.45 4.91 -3.93
4 C -3.86 5.86 -5.05
5 O -4.67 6.54 -5.71
6 C -2.55 5.52 -5.89
7 C -1.73 4.48 -5.36
8 C -0.61 3.72 -6.20
9 C -0.10 2.34 -5.55
10 C 1.38 2.68 -5.03
11 O 2.30 2.38 -5.80
12 O 1.63 3.35 -3.82
13 C -2.09 4.08 -3.89
14 O -1.19 4.12 -3.05
15 H -4.26 2.06 -3.27
16 H -3.13 2.37 -2.15
17 H -5.51 4.90 -3.60
18 H -2.35 5.94 -6.91
19 H -1.21 3.35 -7.12
20 H 0.20 4.37 -6.63
21 H -0.77 1.93 -4.71
22 H -0.07 1.48 -6.30
23 H 1.26 4.27 -3.91
24 C -0.95 2.73 3.77
25 C -1.70 1.91 2.68
26 C -1.19 0.46 2.69
27 C 0.21 0.30 2.08
28 C 0.27 0.93 0.69
29 C -0.22 2.39 0.66
30 N -1.53 2.57 1.35
31 O -2.50 2.09 0.54
32 C 0.84 3.31 1.30
33 C -0.26 2.86 -0.81
34 C -3.17 1.92 3.17
35 H 0.10 2.47 3.87
36 H -1.03 3.81 3.58
37 H -1.38 2.56 4.76
38 H -1.88 -0.18 2.13
39 H -1.17 0.07 3.72
40 H 0.96 0.75 2.73
41 H 0.45 -0.76 2.01
42 H 1.29 0.86 0.32
43 H -0.34 0.32 0.01
44 H 0.48 4.33 1.38
45 H 1.75 3.34 0.68
46 H 1.18 2.98 2.28
47 H -0.90 2.23 -1.44
48 H 0.73 2.82 -1.26
49 H -0.62 3.89 -0.89
50 H -3.58 2.93 3.18
51 H -3.24 1.52 4.18
52 H -3.82 1.29 2.55
53 C 4.15 -4.41 2.09
54 C 2.77 -4.09 2.71
55 C 2.41 -5.15 3.77
56 C 2.00 -6.49 3.16
57 C 0.90 -6.31 2.13
58 C 1.24 -5.27 1.05
59 N 1.74 -3.99 1.62
60 O 0.68 -3.32 2.12
61 C 2.29 -5.85 0.07
62 C -0.01 -5.06 0.15
63 C 2.99 -2.74 3.43
64 H 4.32 -5.48 1.95
65 H 4.29 -3.90 1.13
66 H 4.96 -4.08 2.75
67 H 1.58 -4.79 4.39
68 H 3.25 -5.30 4.45
69 H 2.87 -6.99 2.72
70 H 1.65 -7.16 3.96
71 H 0.68 -7.28 1.66
72 H -0.02 -6.02 2.65
73 H 2.62 -5.10 -0.64
74 H 1.86 -6.68 -0.51
75 H 3.16 -6.28 0.56
76 H -0.89 -4.75 0.72
77 H -0.28 -6.00 -0.35
78 H 0.18 -4.32 -0.62
79 H 3.25 -1.95 2.72
80 H 3.81 -2.81 4.15
81 H 2.12 -2.41 4.00

The total energy comes out at -1671.2331 hartree. The HOMO energy (spin up / spin down) is -8.7 / -9.4 eV. Its HOMO-LUMO gap (spin up / spin down) is 7.754 / 8.450 eV. The LUMO energy (spin up / spin down) is -0.968 / -0.968 eV. As for the spin multiplicity: 3.


(2)
Molecular formula: C8H13ClO4Pb
Method: DFT, ωB97M-V/def2-TZVPD

Element x y z (Å)
1 C 0.99 -1.52 -1.21
2 C 0.29 1.81 -0.63
3 C -0.38 -1.36 -0.63
4 H 1.13 -2.11 -2.16
5 C -0.99 1.65 -0.26
6 H 0.97 2.39 0.02
7 H -0.70 -2.23 -0.01
8 H -1.35 2.08 0.69
9 C -1.41 -0.69 -1.42
10 H -2.30 -1.34 -1.56
11 H -1.05 -0.51 -2.44
12 C 1.75 -0.18 -1.43
13 H 2.45 -0.32 -2.26
14 H 2.42 -0.02 -0.59
15 C 0.96 1.11 -1.76
16 H 0.27 0.97 -2.61
17 H 1.75 1.80 -2.13
18 C -1.94 0.66 -0.88
19 H -2.44 1.10 -1.73
20 H -2.68 0.47 -0.10
21 Pb 1.13 -1.08 2.08
22 H 1.50 -2.03 -0.34
23 O 0.96 -0.91 5.02
24 Cl -0.08 -0.09 4.34
25 O -1.06 0.40 5.25
26 O 0.58 0.96 3.50
27 O -0.77 -1.03 3.23

The total energy comes out at -1266.2001 hartree. The HOMO energy (spin up / spin down) is -6.6 / -6.6 eV. Its relative energy (zero: lowest compared OMol25 entry of this formula, charge and spin) is 0.0000 eV. Its HOMO-LUMO gap (spin up / spin down) is 5.608 / 5.612 eV. The LUMO energy (spin up / spin down) is -1.033 / -1.033 eV. As for the spin multiplicity: 1.


(3)
Molecular formula: C4H15NO3
Method: DFT, ωB97M-V/def2-TZVPD

Element x y z (Å)
1 C 0.95 2.02 -1.54
2 N 1.33 2.02 -0.11
3 C 1.95 0.74 0.29
4 C 1.18 0.08 1.46
5 C 0.01 -0.73 0.95
6 O -0.93 -1.06 2.01
7 H 0.37 2.91 -1.77
8 H 1.87 1.99 -2.12
9 H 0.27 1.21 -1.82
10 H 0.46 2.14 0.38
11 H 1.95 0.07 -0.57
12 H 2.96 0.97 0.64
13 H 1.82 -0.47 2.13
14 H 0.75 0.92 2.01
15 H 0.34 -1.69 0.54
16 H -0.55 -0.20 0.18
17 H -0.48 -1.67 2.60
18 O -3.08 -1.46 0.13
19 H -2.94 -0.79 0.80
20 H -2.65 -2.28 0.40
21 O -1.54 -1.76 -2.25
22 H -1.99 -1.61 -1.40
23 H -2.05 -1.33 -2.94

The total energy comes out at -441.8463 hartree. The HOMO energy is -9.0 eV. Its relative energy (zero: lowest compared OMol25 entry of this formula, charge and spin) is 0.9669 eV. Its HOMO-LUMO gap is 9.557 eV. As for the SMILES: CNCCCO.O.O. The LUMO energy is 0.575 eV. As for the spin multiplicity: 1.


(4)
Molecular formula: C39H66BrNO3PPtSi4
Method: DFT, ωB97M-V/def2-TZVPD

Element x y z (Å)
1 Pt -0.02 0.28 0.16
2 C -3.79 3.06 1.38
3 C -2.94 2.22 0.43
4 C -3.05 2.75 -1.01
5 P -1.16 2.03 0.87
6 C -0.98 2.31 2.69
7 C 0.49 2.60 3.01
8 C -1.49 1.13 3.51
9 C -0.31 3.44 0.17
10 C -0.69 4.77 0.35
11 C 0.00 5.82 -0.25
12 C -0.42 7.25 -0.07
13 C 1.09 5.48 -1.06
14 C 1.50 4.18 -1.24
15 C 0.83 3.10 -0.59
16 N 1.22 1.81 -0.65
17 C 2.15 1.44 -1.65
18 C 1.70 1.11 -2.94
19 C 0.26 1.32 -3.30
20 C 2.61 0.62 -3.87
21 C 3.96 0.48 -3.56
22 C 4.90 -0.17 -4.53
23 C 4.40 0.89 -2.31
24 C 3.52 1.38 -1.35
25 C 4.00 1.89 -0.02
26 H -4.83 3.04 1.05
27 H -3.47 4.10 1.38
28 H -3.76 2.69 2.41
29 H -3.32 1.19 0.43
30 H -2.88 3.83 -1.03
31 H -4.05 2.55 -1.40
32 H -2.32 2.29 -1.67
33 H -1.57 3.21 2.92
34 H 1.12 1.78 2.67
35 H 0.61 2.70 4.09
36 H 0.83 3.51 2.53
37 H -0.90 0.24 3.27
38 H -2.53 0.89 3.31
39 H -1.39 1.34 4.58
40 H -1.55 5.01 0.97
41 H -1.25 7.33 0.64
42 H -0.75 7.70 -1.01
43 H 0.40 7.87 0.32
44 H 1.64 6.27 -1.56
45 H 2.35 3.96 -1.87
46 H -0.40 0.85 -2.56
47 H 0.04 0.89 -4.28
48 H 0.02 2.38 -3.32
49 H 2.26 0.32 -4.84
50 H 4.56 -0.04 -5.56
51 H 4.96 -1.24 -4.34
52 H 5.91 0.25 -4.45
53 H 5.45 0.81 -2.06
54 H 5.06 1.67 0.12
55 H 3.44 1.45 0.80
56 H 3.86 2.97 0.05
57 C 3.39 -3.65 -3.04
58 O 2.54 -2.56 -3.33
59 H 4.45 -3.38 -3.13
60 H 3.18 -4.46 -3.74
61 H 3.24 -4.02 -2.02
62 H 2.59 -1.97 -2.56
63 Br 4.23 0.06 5.80
64 C 3.69 -0.38 4.03
65 C 2.35 -0.49 3.73
66 C 1.97 -0.78 2.43
67 C 2.92 -0.99 1.44
68 C 4.26 -0.90 1.77
69 C 4.66 -0.58 3.06
70 C 2.57 -1.37 0.01
71 O 3.46 -1.88 -0.66
72 O 1.37 -1.20 -0.43
73 H 1.61 -0.34 4.51
74 H 0.92 -0.87 2.19
75 H 4.99 -1.08 0.99
76 H 5.71 -0.49 3.31
77 C -3.22 -3.56 -2.03
78 Si -2.31 -1.93 -1.73
79 C -0.88 -1.90 -2.96
80 C -3.54 -0.60 -2.25
81 Si -1.52 -1.58 0.47
82 Si -3.42 -1.83 1.87
83 C -4.55 -3.28 1.43
84 C -4.70 -0.42 1.88
85 C -2.92 -2.17 3.67
86 Si -0.42 -3.69 0.75
87 C 0.42 -4.28 -0.82
88 C -1.63 -5.08 1.20
89 C 0.87 -3.86 2.12
90 H -3.33 -3.69 -3.12
91 H -4.22 -3.57 -1.59
92 H -2.68 -4.43 -1.65
93 H -1.18 -1.37 -3.87
94 H -0.58 -2.91 -3.24
95 H 0.02 -1.41 -2.57
96 H -3.91 -0.82 -3.26
97 H -3.08 0.38 -2.27
98 H -4.41 -0.56 -1.58
99 H -4.88 -3.25 0.38
100 H -5.45 -3.20 2.05
101 H -4.10 -4.25 1.61
102 H -5.07 -0.24 0.86
103 H -4.35 0.53 2.28
104 H -5.55 -0.75 2.48
105 H -2.49 -3.17 3.74
106 H -3.80 -2.14 4.32
107 H -2.19 -1.46 4.06
108 H -0.31 -4.54 -1.60
109 H 0.99 -5.18 -0.59
110 H 1.09 -3.54 -1.24
111 H -2.45 -5.19 0.49
112 H -2.05 -4.96 2.20
113 H -1.06 -6.01 1.19
114 H 1.78 -3.30 1.95
115 H 1.13 -4.92 2.16
116 H 0.48 -3.58 3.11

The total energy comes out at -5999.1156 hartree. The HOMO energy is -4.5 eV. Its relative energy (zero: lowest compared OMol25 entry of this formula, charge and spin) is 0.0000 eV. Its HOMO-LUMO gap is 6.671 eV. The LUMO energy is 2.205 eV. Its net charge is -1. As for the spin multiplicity: 1.